This record from the OMol25 dataset describes 4 unconnected molecules or ions with the total composition C12H30N4O3 in a non-equilibrium geometry. The level of theory is ωB97M-V/def2-TZVPD.

ΔE to the lowest compared entry with this formula, charge and spin = 52.3 kJ/mol
E_tot = -919.99967 hartree
HOMO level = -8.09 eV
SMILES = CCN(CC)CC.CC(N)=O.CC(N)=O.CC(N)=O

ORCA input file:
```
! wB97M-V def2-TZVPD RIJCOSX def2/J DEFGRID3
* xyz 0 1
C 2.68044 2.32633 -1.06845
C 2.57154 2.42222 0.46651
N 3.52693 1.67744 1.31354
C 4.91264 2.03223 0.98184
C 5.20210 3.52610 0.87819
C 3.33486 0.22565 1.13226
C 3.97813 -0.51892 2.32575
H 1.67159 2.40166 -1.48552
H 3.07324 1.42092 -1.53798
H 3.23447 3.16090 -1.50393
H 2.71218 3.47868 0.68382
H 1.57496 2.08794 0.74717
H 5.32021 1.50950 0.10237
H 5.54801 1.67782 1.80054
H 6.21531 3.69839 1.24268
H 4.49437 4.12271 1.44933
H 5.19484 3.89046 -0.15153
H 2.26108 0.03201 1.16538
H 3.74588 -0.19946 0.20698
H 3.75653 0.02143 3.24148
H 3.51946 -1.50868 2.31488
H 5.05479 -0.54263 2.16745
C 0.91934 -0.83003 -1.53240
C -0.25950 -0.66325 -0.59356
N -1.25409 -1.55908 -0.62561
O -0.23174 0.25405 0.24234
H 0.82835 -0.19895 -2.41783
H 1.02535 -1.86607 -1.86386
H 1.82076 -0.51275 -1.02174
H -2.05323 -1.50387 -0.01226
H -1.22824 -2.14298 -1.44964
C -5.04247 -4.21105 0.48436
C -4.65656 -2.86125 1.00973
N -5.13027 -2.45209 2.22090
O -3.91375 -2.12619 0.37451
H -5.77524 -4.77139 1.06897
H -4.21800 -4.93012 0.54393
H -5.28756 -4.07564 -0.56524
H -4.82558 -1.50906 2.41235
H -5.94111 -2.83698 2.66526
C -4.00699 -0.40053 -2.81712
C -4.10308 0.84504 -1.94272
N -4.60661 0.63907 -0.67990
O -3.85934 1.96506 -2.34506
H -2.98911 -0.73568 -3.00074
H -4.53815 -0.31055 -3.75869
H -4.44844 -1.21712 -2.23878
H -4.72037 -0.32469 -0.39746
H -5.08792 1.39342 -0.23252
*
```

Mulliken population analysis, charges in e, atoms 1 to 8: atom 1 (C): -1.14, atom 2 (C): -0.56, atom 3 (N): -0.07, atom 4 (C): -0.30, atom 5 (C): -1.42, atom 6 (C): -0.03, atom 7 (C): -1.56, atom 8 (H): 0.34